9
Properties=species:S:1:pos:R:3 method="wB97M-V/def2-TZVPD" relative_energy_kj_mol=317.0 gap_ev="7.68 / 4.09" e_homo_ev="-7.845 / -7.865" spin_multiplicity=3
C 0.06882 0.44952 -1.31851
C -0.75492 -0.57719 -0.86353
N 1.15231 -0.45926 1.71346
O 0.17611 1.61867 -0.76474
I -2.15515 -0.30563 0.57575
I 0.90952 1.44106 1.44648
H 0.79854 0.18606 -2.18684
H -0.57201 -1.61716 -0.93343
H 0.37675 -0.73608 2.33135


65
Properties=species:S:1:pos:R:3 method="wB97M-V/def2-TZVPD" relative_energy_kj_mol=130.3 total_charge=+1 gap_ev="6.96 / 6.96" e_homo_ev="-13.210 / -13.210"
Pt -0.64499 -0.38490 0.03158
C 2.01528 0.61647 2.38675
C 2.14459 0.58184 0.91332
N 1.20374 0.26547 0.03672
C 1.70911 0.34156 -1.23621
C 3.00387 0.73177 -1.14608
N 3.24459 0.87600 0.19808
C 4.10679 0.98542 -2.12244
O 3.82599 0.82924 -3.39919
O 5.17119 1.33330 -1.69373
C 0.80942 -0.02815 -2.34005
O 1.13169 -0.03719 -3.49800
O -0.40636 -0.40849 -1.93028
H 1.01675 0.29729 2.67607
H 2.18172 1.62834 2.75767
H 2.74648 -0.04724 2.84757
H 4.15006 1.16395 0.55145
H 2.89854 0.54923 -3.56891
O -1.77002 1.51258 2.06023
S -1.82076 2.22634 0.78433
N -1.34849 1.43708 -0.41624
C -4.14068 -3.40012 1.03734
C -3.12455 -2.81969 0.06072
C -2.92502 -1.33371 0.38547
C -3.57749 -2.98152 -1.38117
O -1.87811 -3.49559 0.17744
Si -0.70147 -3.35033 1.30563
O 0.02196 -1.85943 1.05034
O -1.36703 -3.33269 2.77157
C -0.80001 -3.55565 4.09032
C -0.63010 -5.05402 4.28581
C -1.80801 -2.98086 5.06984
C 0.53507 -2.83072 4.19260
O 0.41020 -4.49374 1.12995
C 1.09286 -5.01103 -0.04043
C 1.39065 -3.87549 -1.01294
C 2.37957 -5.63020 0.47748
C 0.19666 -6.05771 -0.68384
H -5.10921 -2.91145 0.92490
H -3.79664 -3.28775 2.06458
H -4.26366 -4.46199 0.82750
H -3.82279 -0.73288 0.24021
H -2.29502 -0.94764 -0.49780
H -2.57343 -1.17529 1.40839
H -4.53097 -2.47969 -1.54871
H -3.69866 -4.03970 -1.60698
H -2.83330 -2.57244 -2.06830
H -1.59008 -5.55897 4.17606
H -0.24312 -5.26012 5.28422
H 0.06549 -5.45946 3.55092
H -2.77182 -3.47720 4.95470
H -1.94303 -1.91175 4.89854
H -1.46563 -3.12700 6.09439
H 1.24732 -3.22561 3.46427
H 0.95759 -2.96446 5.18851
H 0.39882 -1.76176 4.01566
H 1.99009 -3.10371 -0.52441
H 0.46412 -3.43100 -1.38695
H 1.94696 -4.25681 -1.86953
H 3.00000 -4.87373 0.95982
H 2.94459 -6.07380 -0.34247
H 2.15301 -6.40946 1.20481
H -0.73798 -5.60871 -1.02093
H -0.03162 -6.84584 0.03370
H 0.69868 -6.50519 -1.54225


14
Properties=species:S:1:pos:R:3 method="wB97M-V/def2-TZVPD" relative_energy_kj_mol=179.7 gap_ev=10.56 e_homo_ev=-9.656
C -2.57146 -0.25760 -0.98714
C -1.12293 -0.15897 -0.79444
C 0.07343 -0.08944 -0.64934
C 1.50778 -0.03025 -0.34153
C 1.72470 0.45937 1.09897
O 0.97428 -0.28026 2.03024
H -3.09325 0.53643 -0.44385
H -2.83656 -0.17253 -2.04544
H -2.94582 -1.21918 -0.62204
H 1.94214 -1.03028 -0.45479
H 2.02620 0.63712 -1.04080
H 2.77582 0.33116 1.37414
H 1.48921 1.53340 1.15513
H 0.05645 -0.25896 1.72089


E values, unit hartree, following the record order: -803.1407; -2353.4338; -270.4894.